{"formula": "C56H71N3O3PSSiTi", "method": "ωB97M-V/def2-TZVPD", "mol_weight_g_mol": 973.196, "relative_energy_kcal_mol": 6.59, "homo_energy_ev": [-0.04, -2.68], "spin_multiplicity": 2, "lumo_energy_ev": [4.194, 4.194], "e_tot_ev": -120956.6435, "total_charge": -2, "symbols": ["Ti", "C", "C", "C", "C", "C", "C", "C", "P", "C", "C", "C", "C", "C", "C", "C", "C", "C", "C", "C", "C", "C", "C", "H", "H", "H", "H", "H", "H", "H", "H", "H", "H", "H", "H", "H", "H", "H", "H", "H", "H", "H", "H", "O", "C", "O", "C", "C", "C", "C", "C", "C", "C", "C", "C", "N", "H", "H", "H", "H", "H", "H", "C", "C", "N", "C", "C", "C", "S", "N", "C", "O", "C", "C", "C", "C", "C", "C", "H", "H", "H", "H", "H", "H", "H", "H", "H", "H", "H", "H", "H", "H", "H", "C", "C", "C", "C", "H", "H", "H", "H", "H", "H", "H", "H", "H", "C", "Si", "C", "C", "C", "C", "C", "C", "C", "C", "H", "H", "H", "H", "H", "H", "H", "H", "H", "H", "H", "H", "H", "H", "H", "H", "H", "H", "H", "H", "H"], "positions_angstrom": [[-0.5334, -0.4984, 0.2837], [1.5001, 1.4749, 4.3025], [2.9422, 1.1416, 4.4872], [3.6842, 1.7185, 5.5074], [5.0248, 1.4142, 5.6804], [5.6337, 0.5140, 4.8235], [4.9033, -0.0632, 3.7995], [3.5583, 0.2359, 3.6150], [2.5319, -0.4828, 2.2588], [3.9081, -1.2366, 1.2912], [4.0758, -2.6090, 1.1469], [5.0126, -3.1295, 0.2716], [5.7767, -2.2772, -0.5066], [5.6183, -0.9085, -0.3719], [4.7053, -0.3732, 0.5250], [4.5990, 1.1056, 0.6994], [1.8718, -1.9081, 3.2199], [2.6785, -2.6264, 4.0926], [2.2005, -3.7300, 4.7776], [0.8922, -4.1461, 4.5531], [0.0793, -3.4371, 3.7042], [0.5063, -2.2595, 3.0535], [-0.4530, -1.4456, 2.3458], [1.1152, 2.0720, 5.1286], [0.9113, 0.5599, 4.2239], [1.3596, 2.0339, 3.3753], [3.2011, 2.4206, 6.1767], [5.5906, 1.8735, 6.4820], [6.6775, 0.2543, 4.9496], [5.3897, -0.7631, 3.1340], [3.4686, -3.2815, 1.7367], [5.1317, -4.2025, 0.1841], [6.4838, -2.6774, -1.2240], [6.2095, -0.2371, -0.9830], [4.9606, 1.6297, -0.1812], [5.1780, 1.4297, 1.5676], [3.5566, 1.3776, 0.8622], [3.7059, -2.3224, 4.2403], [2.8383, -4.2658, 5.4680], [0.5025, -5.0213, 5.0604], [-0.9504, -3.7452, 3.5610], [-0.4235, -0.4400, 2.7671], [-1.4594, -1.8611, 2.4622], [0.1701, 3.1349, 1.5712], [-0.4092, 2.0451, 1.4591], [0.1719, 0.9692, 1.0505], [-1.8059, 1.8863, 1.9406], [-2.4549, 2.9974, 2.4897], [-3.6643, 2.8465, 3.1182], [-4.1975, 1.5389, 3.2598], [-5.3703, 1.2927, 3.9768], [-5.8675, 0.0067, 4.1182], [-5.1973, -1.0497, 3.5209], [-4.0382, -0.8364, 2.7965], [-3.4908, 0.4579, 2.6458], [-2.3452, 0.6358, 1.9466], [-1.9757, 3.9628, 2.4063], [-4.1958, 3.6912, 3.5409], [-5.8898, 2.1312, 4.4300], [-6.7734, -0.1625, 4.6892], [-5.5921, -2.0537, 3.6233], [-3.5331, -1.6660, 2.3204], [2.4321, 4.4939, -3.8831], [2.3732, 3.0907, -4.4886], [2.6281, 2.0557, -3.5137], [3.8811, 1.3509, -3.5587], [5.0855, 2.2266, -3.2127], [1.6773, 1.7770, -2.5602], [2.0450, 0.6823, -1.3410], [0.5531, 2.4733, -2.7010], [-0.5547, 2.2562, -1.9949], [-0.8464, 1.2856, -1.2669], [-1.5822, 3.3135, -2.2572], [-1.6492, 3.9130, -3.5122], [-2.6263, 4.8479, -3.7929], [-3.5477, 5.2023, -2.8194], [-3.4864, 4.6094, -1.5661], [-2.5150, 3.6670, -1.2855], [2.2327, 5.2455, -4.6454], [3.4043, 4.6847, -3.4369], [1.6745, 4.5546, -3.1088], [3.1088, 2.9905, -5.2935], [1.3741, 2.9369, -4.9087], [4.0205, 0.9146, -4.5596], [3.8026, 0.5457, -2.8195], [5.2590, 2.9911, -3.9690], [5.9779, 1.6077, -3.1386], [4.9094, 2.7127, -2.2575], [-0.9327, 3.6153, -4.2626], [-2.6708, 5.2997, -4.7772], [-4.3114, 5.9401, -3.0363], [-4.2094, 4.8831, -0.8101], [-2.4708, 3.1854, -0.3187], [1.6110, -4.1407, -1.4807], [0.4642, -3.5175, -0.6706], [0.2083, -4.3801, 0.5632], [0.8039, -2.0610, -0.3171], [1.4057, -5.1841, -1.7230], [2.5393, -4.0991, -0.9156], [1.7621, -3.6027, -2.4140], [-0.4410, -3.5507, -1.2918], [1.0715, -4.3689, 1.2270], [0.0169, -5.4174, 0.2786], [-0.6521, -4.0026, 1.1110], [1.3158, -1.6476, -1.1979], [1.5904, -2.1046, 0.4531], [-3.3760, -2.8816, -0.7577], [-2.5843, -1.1761, -1.3909], [-2.0784, -1.6379, -3.3559], [-2.6919, -0.7489, -4.4390], [-0.5657, -1.4707, -3.5149], [-2.4381, -3.0806, -3.7168], [-4.3448, -0.1476, -1.6045], [-4.2782, 1.0891, -2.5073], [-4.6997, 0.3902, -0.2221], [-5.5162, -1.0244, -2.0566], [-4.0003, -3.3946, -1.4833], [-3.9889, -2.6832, 0.1187], [-2.5952, -3.5704, -0.4444], [-2.4433, 0.2938, -4.2659], [-3.7709, -0.8565, -4.4895], [-2.2937, -1.0300, -5.4211], [-0.2436, -0.4889, -3.1711], [-0.2763, -1.5726, -4.5673], [-0.0243, -2.2199, -2.9506], [-3.5177, -3.2126, -3.7356], [-2.0216, -3.7841, -3.0016], [-2.0531, -3.3344, -4.7092], [-3.2997, 1.5502, -2.4494], [-5.0099, 1.8329, -2.1829], [-4.4963, 0.8671, -3.5467], [-3.9414, 1.0949, 0.1066], [-4.7724, -0.4041, 0.5133], [-5.6609, 0.9121, -0.2459], [-5.3260, -1.4913, -3.0203], [-6.4249, -0.4221, -2.1405], [-5.7031, -1.8089, -1.3294]], "forces_ev_per_a": [[-0.4, -0.8, -0.2], [-0.1, 0.1, 0.0], [0.0, -0.1, 0.0], [0.1, 0.0, 0.1], [0.1, 0.0, 0.1], [0.2, 0.0, 0.1], [0.0, 0.0, 0.0], [0.1, 0.2, 0.0], [0.6, -0.3, 0.4], [-0.2, -0.1, -0.2], [0.0, 0.0, 0.2], [0.1, -0.1, -0.1], [0.1, -0.1, -0.1], [0.1, 0.0, 0.0], [0.0, 0.0, 0.1], [0.0, 0.1, 0.1], [-0.5, 0.1, -0.3], [0.0, -0.3, 0.2], [0.1, -0.1, 0.0], [0.1, -0.1, 0.1], [-0.2, 0.4, -0.1], [1.0, -0.7, 0.4], [-0.7, 0.5, -1.0], [0.0, 0.0, 0.0], [-0.2, 0.0, 0.1], [-0.1, 0.0, 0.0], [0.0, 0.0, 0.0], [0.0, 0.0, 0.0], [0.0, 0.0, 0.0], [0.0, 0.0, 0.0], [-0.1, -0.1, 0.0], [0.0, 0.0, 0.0], [0.0, 0.0, 0.0], [0.0, 0.1, 0.0], [0.0, 0.1, -0.1], [0.0, 0.0, 0.0], [0.0, 0.3, 0.0], [0.1, 0.0, 0.0], [0.1, 0.0, 0.0], [0.0, 0.0, 0.0], [0.0, 0.0, 0.0], [-0.3, -0.2, 0.1], [0.1, 0.2, 0.1], [0.0, -0.7, -0.4], [-1.1, 2.2, 1.2], [0.9, 0.2, 0.2], [0.7, 0.4, -0.1], [-0.2, 0.0, 0.0], [0.4, 0.5, -0.2], [-0.2, -0.3, 0.1], [0.1, -0.1, 0.0], [-0.3, 0.1, 0.2], [0.1, -0.2, 0.0], [0.0, 0.0, 0.1], [-0.1, -0.4, 0.2], [0.3, -0.2, -0.7], [0.1, 0.0, 0.0], [0.0, 0.0, 0.0], [0.0, 0.0, 0.0], [0.0, 0.0, 0.0], [0.0, -0.1, 0.0], [0.0, 0.0, 0.0], [0.0, -0.2, -0.1], [-0.2, 0.3, -0.2], [-0.3, 0.0, 0.1], [0.4, -0.1, 0.0], [-0.3, -0.1, -0.1], [0.5, -0.5, 0.2], [0.1, -0.3, 0.1], [-0.2, 0.3, -0.3], [0.3, -0.5, -0.1], [-0.6, 0.1, 0.0], [-0.4, 0.2, 0.1], [0.1, -0.1, 0.1], [-0.1, 0.1, -0.1], [0.0, 0.1, 0.0], [-0.1, 0.2, 0.0], [0.3, -0.1, 0.0], [0.0, 0.1, -0.1], [0.2, 0.1, 0.0], [-0.1, 0.1, 0.1], [0.0, -0.1, 0.0], [0.1, 0.0, -0.1], [-0.1, 0.0, 0.1], [0.1, 0.1, -0.3], [0.0, 0.1, -0.1], [0.1, 0.0, 0.0], [0.0, 0.1, 0.1], [0.1, 0.0, 0.0], [0.0, 0.0, 0.0], [0.0, 0.0, 0.0], [0.0, 0.0, 0.1], [0.0, -0.1, 0.1], [-0.3, 0.1, 0.0], [-0.1, -0.2, 0.1], [-0.2, 0.1, -0.3], [0.1, -0.1, -0.2], [-0.1, -0.2, 0.0], [0.2, 0.0, 0.1], [0.1, 0.1, -0.1], [0.1, 0.0, 0.0], [0.1, 0.0, 0.1], [-0.1, -0.1, 0.0], [0.0, 0.0, 0.1], [-0.2, 0.1, 0.2], [-0.2, 0.1, -0.1], [0.6, 0.7, -0.1], [-1.6, -0.9, -1.2], [0.3, 0.1, 0.4], [-0.1, 0.0, 0.3], [-0.1, 0.1, 0.1], [0.0, 0.2, 0.3], [0.4, 0.1, 0.3], [0.1, -0.2, -0.1], [0.2, -0.1, -0.1], [0.5, -0.1, 0.1], [-0.1, 0.0, -0.2], [-0.1, 0.1, 0.2], [0.2, -0.2, 0.1], [0.0, 0.2, -0.1], [-0.2, 0.1, 0.0], [0.1, -0.1, 0.0], [0.1, 0.1, 0.0], [0.0, -0.1, -0.1], [0.2, -0.1, 0.2], [-0.2, -0.1, 0.0], [0.1, -0.2, 0.1], [0.1, 0.0, -0.1], [0.1, 0.1, -0.1], [-0.1, 0.1, 0.1], [0.0, 0.0, -0.1], [0.0, 0.1, 0.1], [0.0, -0.1, 0.1], [-0.2, 0.1, 0.0], [0.0, -0.1, -0.2], [-0.1, 0.1, 0.0], [-0.1, -0.2, 0.1]]}